{
  "formula": "C35H35ClNO10",
  "method": "ωB97M-V/def2-TZVPD",
  "elements": ["Cl", "N", "C", "C", "C", "C", "C", "H", "H", "H", "H", "H", "C", "C", "C", "C", "C", "C", "O", "O", "H", "H", "H", "H", "H", "H", "C", "C", "C", "C", "C", "C", "O", "O", "H", "H", "H", "H", "H", "H", "C", "C", "C", "C", "C", "C", "O", "O", "H", "H", "H", "H", "H", "H", "C", "C", "C", "C", "C", "C", "O", "O", "H", "H", "H", "H", "H", "H", "C", "C", "C", "C", "C", "C", "O", "O", "H", "H", "H", "H", "H", "H"],
  "xyz": [[23.900, 13.294, 7.770], [22.873, 8.830, 9.238], [22.971, 7.463, 9.223], [23.709, 6.737, 8.279], [24.275, 7.406, 7.092], [23.873, 8.830, 7.008], [23.337, 9.494, 8.185], [22.482, 6.719, 9.927], [23.949, 5.743, 8.484], [24.810, 7.102, 6.467], [24.298, 9.318, 6.141], [22.902, 10.659, 7.875], [24.075, 16.070, 5.440], [23.552, 17.440, 5.164], [24.472, 18.550, 4.977], [25.823, 18.334, 5.058], [26.288, 16.982, 5.306], [25.424, 15.962, 5.483], [25.998, 14.690, 5.792], [24.046, 19.787, 4.666], [23.374, 15.375, 5.636], [22.569, 17.771, 5.016], [26.709, 19.046, 5.006], [27.239, 16.771, 5.595], [25.295, 14.236, 6.166], [23.316, 19.771, 5.129], [26.088, 10.268, 11.492], [25.810, 11.314, 10.387], [26.554, 12.502, 10.436], [27.492, 12.646, 11.455], [27.633, 11.729, 12.579], [27.061, 10.553, 12.489], [27.352, 9.635, 13.344], [26.379, 13.403, 9.606], [25.348, 9.361, 11.381], [25.210, 11.309, 9.511], [28.188, 13.388, 11.392], [28.291, 12.012, 13.210], [27.949, 9.629, 14.098], [25.676, 13.382, 9.131], [22.397, 18.913, 9.196], [22.941, 17.569, 9.050], [24.124, 17.204, 9.750], [24.762, 18.145, 10.602], [24.267, 19.384, 10.691], [23.103, 19.842, 9.997], [22.689, 21.132, 9.946], [24.480, 15.935, 9.860], [21.537, 19.098, 8.705], [22.433, 17.102, 8.354], [25.607, 17.873, 11.295], [24.757, 20.073, 11.327], [23.421, 21.678, 10.341], [24.108, 15.192, 9.493], [20.587, 12.232, 12.915], [20.367, 12.855, 11.500], [21.483, 13.165, 10.822], [22.866, 12.975, 11.255], [22.999, 12.401, 12.616], [21.900, 12.104, 13.429], [22.061, 11.552, 14.675], [21.314, 13.684, 9.552], [19.579, 12.090, 13.304], [19.295, 12.741, 11.152], [23.634, 13.366, 10.706], [24.110, 12.319, 12.852], [21.128, 11.156, 14.806], [21.978, 13.597, 8.958], [21.011, 11.567, 5.006], [20.892, 10.484, 3.873], [20.636, 10.893, 2.523], [20.673, 12.287, 2.286], [20.988, 13.308, 3.197], [21.140, 12.927, 4.558], [21.377, 13.891, 5.491], [20.558, 9.914, 1.589], [21.268, 11.297, 5.979], [20.883, 9.536, 4.051], [20.431, 12.732, 1.441], [20.942, 14.140, 3.023], [21.806, 13.608, 6.272], [20.590, 10.128, 0.703]],
  "forces_ev_per_angstrom": [[-0.364, 0.078, -0.077], [-0.598, -1.358, -0.067], [0.810, -0.491, -0.605], [1.177, 3.083, -2.554], [-10.908, 7.790, 12.510], [1.831, -2.914, 1.955], [-1.958, 1.373, -3.844], [0.378, 2.010, -0.008], [0.009, -1.631, 0.126], [7.966, -5.362, -9.463], [-0.493, 0.675, 0.104], [1.816, -3.130, 1.906], [-1.105, 6.896, -1.429], [4.229, -0.659, 0.142], [0.655, -3.132, -0.164], [3.199, -2.414, 0.557], [-2.664, 3.488, -0.544], [0.973, -3.435, 0.713], [1.429, 3.306, -1.739], [4.648, 0.533, -3.141], [-1.862, -2.652, 0.510], [-1.727, -0.515, 0.060], [-1.941, -0.324, -0.092], [2.904, -0.256, 0.233], [-2.115, -2.090, 1.542], [-6.573, 1.278, 3.409], [-2.479, 1.589, -3.893], [2.449, -1.811, 4.296], [0.570, -5.213, 4.646], [-1.284, -2.672, 1.933], [-2.679, 3.539, -7.879], [-2.871, -0.725, -1.878], [-0.324, -5.305, 2.751], [7.280, 5.569, 0.790], [2.114, 1.576, 0.794], [-1.121, -1.146, -0.281], [1.438, 2.425, 0.006], [4.461, 1.352, 4.627], [0.000, 1.314, -0.652], [-7.454, -0.563, -5.294], [5.015, -2.011, 2.504], [2.511, 5.490, 3.908], [-2.605, 0.276, -0.170], [0.684, -2.490, 0.001], [-2.123, 2.417, -0.919], [0.126, -2.609, -1.204], [1.210, 1.636, 1.182], [3.694, 1.566, 2.377], [-2.658, 1.082, -1.571], [-2.013, -3.517, -2.984], [-0.954, -0.050, -1.156], [0.471, 0.803, 0.636], [-1.232, -0.625, -0.542], [-2.156, -1.968, -2.293], [0.393, 2.642, -4.419], [-0.780, -3.205, 4.993], [3.208, 0.596, -2.738], [-5.396, -1.947, 5.456], [2.180, 1.909, -3.573], [-1.852, -0.221, -1.292], [-2.244, -1.048, 0.369], [-4.582, 0.797, 3.145], [0.735, -0.550, 1.040], [1.754, 0.766, 0.002], [1.959, 0.465, -1.237], [-1.809, -0.287, 0.527], [2.428, 0.780, 0.332], [4.026, -0.764, -2.510], [0.263, -0.851, -6.704], [-0.662, 9.196, 0.066], [1.510, 1.447, 2.937], [0.977, -0.687, 3.372], [0.036, -18.185, 5.524], [0.063, -2.053, 1.086], [-0.997, 1.388, -2.044], [-0.561, -1.676, 2.684], [0.087, -0.489, 1.484], [0.108, -5.702, 1.497], [-1.064, 1.106, -4.677], [-0.637, 16.054, -3.920], [0.939, -1.007, 1.423], [0.132, 1.450, -2.598]],
  "lowdin_charge": [0.116, 0.038, -0.164, -0.064, 0.019, -0.030, -0.182, 0.113, 0.061, -0.040, 0.085, 0.122, 0.021, 0.057, -0.355, 0.004, -0.011, -0.318, 0.007, 0.091, 0.032, 0.082, 0.130, 0.083, -0.085, 0.004, 0.053, 0.035, -0.445, 0.043, -0.016, -0.464, 0.064, 0.133, 0.127, 0.055, 0.075, 0.045, 0.124, -0.126, 0.020, 0.040, -0.295, -0.030, -0.066, -0.324, 0.014, 0.067, 0.065, 0.048, 0.139, 0.091, 0.122, -0.022, 0.003, -0.003, -0.331, 0.052, 0.020, -0.374, -0.008, 0.001, 0.084, 0.122, 0.031, 0.124, 0.134, -0.109, 0.079, 0.071, -0.306, 0.000, 0.042, -0.278, 0.023, 0.062, 0.057, 0.024, 0.056, -0.022, -0.008, 0.062],
  "total_charge": -1,
  "energy_ha": -2621.67474,
  "homo_energy_ev": -5.2,
  "de_lowest_ev": 5.239
}